ORCA calculation (the ωB97M-V functional and the def2-TZVPD basis) on C4H6ClNO as an isolated structure at a distorted geometry.

Output
HOMO level in eV: -8.532
Frontier orbital gap in eV: 8.26
Largest force on an atom in Eh/bohr: 0.109
M in Da: 119.55

Geometry as ORCA input:
```
! wB97M-V def2-TZVPD RIJCOSX def2/J DEFGRID3
* xyz 0 1
C 1.638 -0.188 0.217
C -0.752 -1.000 -0.330
C -1.396 0.142 -0.238
C -0.881 1.528 0.144
H 2.516 0.384 -0.759
H 2.237 -0.980 1.055
H 0.940 0.854 0.848
H 0.943 -2.118 -0.223
H -1.089 -1.973 -0.667
H -1.663 2.439 0.517
N 0.630 -1.079 -0.154
O 0.091 2.108 -0.422
Cl -3.215 -0.119 0.012
*
```

In elementary charge units, the Löwdin charges are:
1. C -0.189
2. C -0.187
3. C -0.540
4. C -0.274
5. H 0.176
6. H 0.132
7. H 0.157
8. H 0.161
9. H 0.125
10. H 0.168
11. N -0.165
12. O -0.086
13. Cl 0.522


ORCA calculation (the ωB97M-V functional and the def2-TZVPD basis) on C27H25BF2FeIN10O2 as an isolated structure.

Output
HOMO level (alpha / beta) in eV: -8.057 / -8.102
Frontier orbital gap (alpha / beta) in eV: 7.92 / 7.19
Largest force on an atom in Eh/bohr: 0.014
M in Da: 753.12
<S²>: 8.76

Geometry as ORCA input:
```
! wB97M-V def2-TZVPD RIJCOSX def2/J DEFGRID3
* xyz 0 6
Fe -1.023 1.076 0.985
C -0.091 2.610 -3.033
C -0.934 2.543 -1.925
N -0.345 1.905 -0.922
N 0.892 1.567 -1.349
C 1.059 1.978 -2.620
B 2.021 1.209 -0.349
N 1.753 -0.091 0.443
C 2.535 -1.166 0.613
C 2.134 -1.820 1.760
C 1.069 -1.057 2.236
N 0.835 -0.023 1.438
N 2.047 2.340 0.736
C 3.035 3.024 1.343
C 2.476 3.882 2.263
C 1.103 3.634 2.167
N 0.854 2.699 1.265
N 3.304 1.084 -1.163
C 4.418 1.840 -1.283
C 5.231 1.261 -2.226
C 4.515 0.128 -2.643
N 3.361 0.026 -2.011
H -0.289 3.057 -3.989
H -1.923 2.947 -1.803
H 1.986 1.806 -3.135
H 3.331 -1.376 -0.077
H 2.550 -2.711 2.190
H 0.483 -1.195 3.127
H 4.070 2.844 1.124
H 2.987 4.573 2.906
H 0.303 4.084 2.723
H 4.551 2.759 -0.745
H 6.190 1.609 -2.562
H 4.787 -0.610 -3.378
C -2.230 -1.407 4.490
C -1.837 -2.243 3.313
N -1.579 -3.514 3.486
C -1.213 -4.257 2.418
C -1.138 -3.770 1.140
C -0.753 -4.680 0.005
O -1.823 -4.913 -0.908
C -1.411 -2.397 0.937
C -1.545 -1.845 -0.391
N -1.639 -0.588 -0.638
C -2.100 -0.261 -1.941
C -1.543 -0.782 -3.102
C -2.071 -0.449 -4.338
C -3.158 0.407 -4.435
C -3.714 0.953 -3.286
C -3.175 0.622 -2.056
I -3.882 1.501 -0.304
C -1.713 -1.600 2.040
O -1.902 -0.315 1.970
H -2.252 -2.025 5.383
H -3.207 -0.952 4.327
H -1.534 -0.578 4.627
H -0.981 -5.294 2.623
H -0.382 -5.626 0.413
H 0.048 -4.244 -0.594
H -2.539 -5.333 -0.419
H -1.711 -2.563 -1.196
H -0.677 -1.426 -3.029
H -1.624 -0.858 -5.233
H -3.568 0.660 -5.401
H -4.546 1.639 -3.349
F -3.148 2.013 2.896
C -1.896 2.369 2.483
F -1.009 1.862 3.435
H -1.816 3.457 2.528
*
```

In elementary charge units, the Löwdin charges are:
1. Fe 0.888
2. C -0.031
3. C -0.170
4. N -0.029
5. N 0.040
6. C -0.048
7. B -0.630
8. N 0.031
9. C -0.052
10. C -0.028
11. C -0.114
12. N 0.017
13. N 0.026
14. C -0.076
15. C -0.047
16. C -0.136
17. N 0.015
18. N -0.022
19. C -0.083
20. C -0.062
21. C -0.158
22. N 0.056
23. H 0.100
24. H 0.064
25. H 0.119
26. H 0.111
27. H 0.098
28. H 0.118
29. H 0.103
30. H 0.093
31. H 0.095
32. H 0.100
33. H 0.089
34. H 0.100
35. C -0.014
36. C -0.277
37. N 0.124
38. C -0.101
39. C -0.162
40. C -0.209
41. O -0.062
42. C -0.086
43. C -0.023
44. N 0.027
45. C -0.348
46. C -0.021
47. C -0.070
48. C -0.081
49. C -0.143
50. C -0.634
51. I 1.163
52. C -0.316
53. O -0.202
54. H 0.079
55. H 0.089
56. H 0.075
57. H 0.108
58. H 0.117
59. H 0.125
60. H 0.096
61. H 0.131
62. H 0.124
63. H 0.107
64. H 0.104
65. H 0.097
66. F -0.059
67. C -0.372
68. F -0.057
69. H 0.093


ORCA calculation (the ωB97M-V functional and the def2-TZVPD basis) on a 6-piece molecular cluster, C42H50ClFN10O13PS overall at a distorted geometry.

Output
HOMO level in eV: -11.585
Frontier orbital gap in eV: 8.79
Largest force on an atom in Eh/bohr: 0.048
M in Da: 1020.41

Geometry as ORCA input:
```
! wB97M-V def2-TZVPD RIJCOSX def2/J DEFGRID3
* xyz 1 1
C 2.652 0.180 0.327
C 2.898 0.053 -1.138
C 4.246 -0.429 -1.555
N 2.065 0.307 -2.089
N 0.714 0.134 -1.721
C 0.235 -1.087 -1.090
C -0.243 -2.127 -2.117
C -0.369 -3.456 -1.346
S -1.862 -4.349 -1.770
O -2.845 -3.497 -2.340
O -1.512 -5.513 -2.485
O -2.421 -4.856 -0.356
C -0.115 1.071 -2.017
N 0.243 2.205 -2.697
P 1.314 3.351 -2.003
N 1.542 3.206 -0.467
C -0.887 2.613 -3.550
C -2.065 1.995 -2.743
Cl -3.310 1.227 -3.753
N -1.492 1.068 -1.803
C -2.029 1.233 -0.441
C -1.712 2.551 0.293
C -2.980 3.086 0.972
F -0.855 2.212 1.333
H 3.298 -0.515 0.854
H 1.630 -0.011 0.621
H 2.957 1.184 0.605
H 4.225 -0.614 -2.622
H 4.404 -1.385 -1.056
H 4.980 0.338 -1.311
H 1.007 -1.573 -0.503
H -0.591 -0.921 -0.411
H 0.517 -2.259 -2.879
H -1.190 -1.839 -2.561
H -0.448 -3.222 -0.284
H 0.524 -4.059 -1.439
H -2.697 -4.089 0.180
H 2.535 3.187 -2.676
H 0.783 4.618 -2.331
H 1.255 4.035 0.038
H -0.778 1.999 -4.440
H -0.928 3.673 -3.742
H -2.571 2.844 -2.288
H -3.106 1.188 -0.556
H -1.771 0.425 0.235
H -1.286 3.323 -0.342
H -2.855 4.143 1.190
H -3.064 2.560 1.919
H -3.872 2.922 0.377
C -4.535 -7.568 3.712
C -5.139 -6.708 4.623
C -5.261 -5.360 4.332
C -4.777 -4.894 3.123
C -4.173 -5.734 2.210
C -4.048 -7.079 2.506
N -4.907 -3.471 2.782
O -5.419 -2.734 3.596
O -4.478 -3.106 1.694
H -4.447 -8.621 3.942
H -5.516 -7.092 5.561
H -5.727 -4.691 5.041
H -3.804 -5.349 1.277
H -3.578 -7.747 1.798
C -5.062 5.244 -7.644
C -4.815 3.986 -7.110
C -3.516 3.517 -7.013
C -2.478 4.321 -7.451
C -2.708 5.574 -7.992
C -4.011 6.034 -8.087
N -1.096 3.838 -7.329
O -0.925 2.721 -6.863
O -0.201 4.574 -7.689
H -6.078 5.609 -7.714
H -5.636 3.371 -6.767
H -3.324 2.538 -6.598
H -1.890 6.190 -8.335
H -4.206 7.012 -8.506
C 5.519 -4.823 4.066
C 4.217 -4.378 4.274
C 3.489 -3.854 3.223
C 4.079 -3.786 1.969
C 5.376 -4.216 1.749
C 6.099 -4.737 2.808
N 3.307 -3.258 0.848
O 2.167 -2.864 1.065
O 3.828 -3.237 -0.253
H 6.082 -5.239 4.890
H 3.771 -4.446 5.256
H 2.478 -3.510 3.383
H 5.824 -4.154 0.773
H 7.110 -5.080 2.652
C -4.643 3.201 6.493
C -4.198 3.208 5.177
C -4.756 4.085 4.263
C -5.751 4.949 4.680
C -6.209 4.952 5.984
C -5.649 4.070 6.894
N -6.323 5.895 3.710
O -5.905 5.850 2.565
O -7.172 6.666 4.106
H -4.203 2.519 7.208
H -3.415 2.530 4.866
H -4.412 4.091 3.241
H -6.990 5.629 6.296
H -5.996 4.061 7.918
C 10.470 1.062 0.344
C 9.338 1.013 -0.459
C 8.465 -0.057 -0.362
C 8.738 -1.066 0.544
C 9.866 -1.036 1.345
C 10.735 0.037 1.241
N 7.804 -2.192 0.665
O 6.830 -2.200 -0.067
O 8.059 -3.050 1.491
H 11.148 1.902 0.269
H 9.135 1.812 -1.159
H 7.585 -0.095 -0.987
H 10.071 -1.832 2.045
H 11.619 0.075 1.862
*
```

Atom charges from the Löwdin analysis, given in e for atoms 1 to 99:
1. C -0.012
2. C -0.336
3. C -0.007
4. N 0.159
5. N 0.013
6. C -0.122
7. C -0.148
8. C -0.200
9. S 0.584
10. O -0.258
11. O -0.244
12. O -0.170
13. C -0.281
14. N -0.164
15. P 0.741
16. N -0.251
17. C -0.128
18. C -0.653
19. Cl 0.694
20. N -0.028
21. C -0.074
22. C -0.354
23. C -0.020
24. F -0.028
25. H 0.079
26. H 0.073
27. H 0.088
28. H 0.092
29. H 0.055
30. H 0.094
31. H 0.090
32. H 0.117
33. H 0.127
34. H 0.101
35. H 0.094
36. H 0.116
37. H 0.071
38. H 0.011
39. H 0.027
40. H -0.013
41. H 0.102
42. H 0.118
43. H 0.108
44. H 0.124
45. H 0.124
46. H 0.119
47. H 0.087
48. H 0.083
49. H 0.087
50. C -0.059
51. C -0.058
52. C 0.000
53. C -0.145
54. C -0.001
55. C -0.048
56. N -0.342
57. O 0.095
58. O 0.049
59. H 0.111
60. H 0.111
61. H 0.121
62. H 0.081
63. H 0.115
64. C -0.061
65. C -0.060
66. C -0.013
67. C -0.151
68. C -0.001
69. C -0.058
70. N -0.346
71. O 0.047
72. O 0.087
73. H 0.111
74. H 0.111
75. H 0.095
76. H 0.121
77. H 0.112
78. C -0.049
79. C -0.060
80. C -0.004
81. C -0.141
82. C -0.007
83. C -0.058
84. N -0.317
85. O 0.043
86. O 0.067
87. H 0.113
88. H 0.111
89. H 0.117
90. H 0.100
91. H 0.108
92. C -0.068
93. C -0.065
94. C -0.009
95. C -0.145
96. C 0.002
97. C -0.059
98. N -0.350
99. O 0.064


ORCA calculation (the ωB97M-V functional and the def2-TZVPD basis) on a 3-piece molecular cluster, C5H16N2O2 overall at a distorted geometry.

Output
HOMO level in eV: -17.453
Frontier orbital gap in eV: 10.03
Largest force on an atom in Eh/bohr: 0.106
M in Da: 136.19

Geometry as ORCA input:
```
! wB97M-V def2-TZVPD RIJCOSX def2/J DEFGRID3
* xyz 2 1
C -0.962 -0.112 2.032
C 0.296 -0.095 1.135
C 0.112 0.873 -0.013
C 0.416 2.149 -0.007
C -0.630 0.815 -2.281
N -0.160 0.160 -1.314
N -0.676 -0.829 3.347
H -1.696 -0.702 1.500
H -1.326 0.894 2.169
H 1.095 0.423 1.762
H 0.740 -1.042 0.704
H 0.648 2.822 0.795
H 0.403 2.838 -0.859
H -0.833 1.853 -2.487
H -0.869 0.185 -3.146
H -0.107 -0.830 -1.068
H 0.020 -0.313 3.882
H -0.361 -1.807 3.224
H -1.567 -0.844 3.859
H 2.229 0.094 -3.216
H 2.728 1.500 -2.751
O 2.104 0.791 -2.564
H 0.238 -2.981 -1.705
H -1.253 -3.262 -1.587
O -0.591 -2.581 -1.410
*
```

In elementary charge units, the Löwdin charges are:
1. C -0.108
2. C -0.123
3. C -0.270
4. C 0.129
5. C 0.158
6. N 0.088
7. N 0.215
8. H 0.135
9. H 0.142
10. H 0.152
11. H 0.146
12. H 0.098
13. H 0.098
14. H 0.136
15. H 0.138
16. H 0.098
17. H 0.176
18. H 0.192
19. H 0.183
20. H 0.062
21. H 0.071
22. O -0.036
23. H 0.077
24. H 0.082
25. O -0.040


ORCA calculation (the ωB97M-V functional and the def2-TZVPD basis) on C11H17Cl2IrNO3 as an isolated structure at a distorted geometry.

Output
HOMO level (alpha / beta) in eV: 1.309 / -0.878
Frontier orbital gap (alpha / beta) in eV: 3.87 / 5.92
Largest force on an atom in Eh/bohr: 0.121
M in Da: 474.38
<S²>: 8.78

Geometry as ORCA input:
```
! wB97M-V def2-TZVPD RIJCOSX def2/J DEFGRID3
* xyz -2 6
C 0.387 -1.084 -0.608
C 1.241 0.053 -0.954
C 0.414 1.202 -1.082
C 2.679 0.001 -1.142
C -0.933 0.827 -0.907
C -0.990 -0.598 -0.606
C -2.166 -1.472 -0.831
C 0.732 -2.503 -0.860
C 0.889 2.576 -1.385
C -2.116 1.696 -1.068
Ir -0.140 -0.549 1.413
Cl 3.416 1.633 0.943
Cl 1.906 -1.514 1.945
O -1.898 0.287 1.820
H 3.077 -1.014 -1.070
H 3.186 0.663 -0.222
H 2.999 0.490 -2.068
H 1.832 2.776 -0.857
H 0.151 3.322 -1.065
H 1.058 2.717 -2.462
H -1.929 2.704 -0.669
H -2.970 1.261 -0.531
H -2.406 1.814 -2.127
H -3.079 -0.961 -0.512
H -2.055 -2.399 -0.266
H -2.266 -1.717 -1.897
H 1.773 -2.699 -0.591
H 0.587 -2.743 -1.922
H 0.085 -3.144 -0.257
H -1.663 1.105 2.300
O -0.999 -2.152 2.197
H -1.835 -1.803 2.559
O 0.441 0.560 5.440
C 0.342 0.395 4.264
N 0.251 0.271 3.079
*
```

In elementary charge units, the Löwdin charges are:
1. C -0.482
2. C -0.280
3. C -0.247
4. C -0.193
5. C -0.257
6. C -0.420
7. C -0.071
8. C -0.116
9. C -0.070
10. C -0.071
11. Ir 1.427
12. Cl -0.110
13. Cl -0.011
14. O -0.477
15. H 0.052
16. H -0.251
17. H 0.066
18. H 0.024
19. H 0.060
20. H 0.070
21. H 0.069
22. H 0.062
23. H 0.074
24. H 0.068
25. H 0.063
26. H 0.078
27. H 0.039
28. H 0.078
29. H 0.063
30. H -0.031
31. O -0.455
32. H -0.028
33. O -0.001
34. C -0.501
35. N -0.220


What is the largest force on an atom in the fifth record? 0.121 Eh/bohr


What is the largest force on an atom in the fourth record? 0.106 Eh/bohr


Which formula does entry 1 have? C4H6ClNO


Which of these has the highest M? C42H50ClFN10O13PS